Entry 1:
Below is 9 unconnected molecules or ions with the total composition C20H58O9 at a distorted geometry, with properties calculated with wB97M-V/def2-TZVPD.

As for the max |F|: 0.064 hartree/bohr. As for the relative energy (zero: lowest compared OMol25 entry of this formula, charge and spin): 173.0 kJ/mol. Its LUMO energy is 0.39 eV. The value obtained for the electronic energy is -40105.47624 eV. The value obtained for the molecular weight is 442.67 g/mol. Its gap between HOMO and LUMO is 9.583 eV.

CARTESIAN COORDINATES (ANGSTROEM)
C1 14.970 10.233 6.481
C2 13.945 9.057 6.570
C3 14.479 8.099 7.550
O1 12.726 9.690 6.948
H1 15.026 10.760 7.437
H2 14.649 11.049 5.798
H3 15.971 10.009 6.211
H4 13.766 8.609 5.574
H5 14.714 8.682 8.480
H6 15.390 7.712 7.127
H7 13.849 7.228 7.800
H8 11.985 9.055 7.296
C4 15.272 14.208 11.635
C5 14.630 14.293 10.253
C6 14.744 15.746 9.870
O2 15.281 13.454 9.326
H9 15.266 13.259 12.259
H10 14.864 14.995 12.296
H11 16.332 14.512 11.583
H12 13.549 13.972 10.213
H13 14.142 16.401 10.533
H14 14.565 16.010 8.816
H15 15.753 16.007 10.111
H16 16.053 13.876 8.929
C7 12.581 5.297 10.284
C8 12.506 6.509 11.248
O3 11.575 7.418 10.751
H17 12.737 5.689 9.287
H18 11.582 4.825 10.343
H19 13.350 4.536 10.513
H20 13.477 6.987 11.331
H21 12.190 6.123 12.205
H22 11.489 8.228 11.317
C9 6.606 8.578 12.682
C10 7.318 8.780 11.358
O4 8.191 9.896 11.429
H23 7.325 8.410 13.473
H24 5.974 7.683 12.616
H25 5.980 9.478 12.954
H26 6.589 9.109 10.597
H27 7.895 7.890 10.923
H28 7.801 10.723 11.720
C11 11.997 13.082 6.241
C12 13.262 13.767 5.692
O5 13.865 14.609 6.595
H29 12.174 12.678 7.271
H30 11.727 12.207 5.586
H31 11.168 13.729 6.192
H32 13.081 14.307 4.797
H33 13.906 12.879 5.486
H34 14.213 14.154 7.351
C13 9.032 9.075 7.122
C14 9.607 8.504 8.421
O6 10.890 7.932 8.206
H35 9.524 9.969 6.741
H36 8.005 9.402 7.330
H37 9.149 8.351 6.338
H38 8.928 7.777 8.842
H39 9.652 9.278 9.205
H40 11.165 7.809 9.108
C15 13.549 9.385 13.939
C16 15.044 9.157 14.030
O7 15.407 7.966 13.351
H41 13.260 10.264 14.534
H42 13.034 8.501 14.334
H43 13.184 9.671 12.919
H44 15.330 9.221 15.102
H45 15.602 10.054 13.579
H46 16.331 7.772 13.313
C17 5.614 13.352 11.224
C18 7.132 13.558 11.388
O8 7.687 12.628 12.323
H47 5.175 13.341 12.201
H48 5.405 12.404 10.709
H49 5.183 14.201 10.652
H50 7.224 14.639 11.723
H51 7.852 13.490 10.545
H52 7.394 12.868 13.224
C19 12.681 11.234 10.339
C20 11.181 11.013 10.494
O9 10.923 9.973 11.477
H53 13.139 10.353 9.886
H54 13.134 11.476 11.256
H55 12.821 12.098 9.651
H56 10.697 10.776 9.529
H57 10.672 11.896 10.814
H58 9.934 10.025 11.407

For each atom in turn, the Mulliken charge in e is: -1.067, 0.535, -1.030, -0.409, 0.209, -0.016, 0.496, 0.232, 0.203, 0.477, 0.124, 0.292, -1.295, 0.787, -1.343, -0.475, 0.160, 0.360, 0.370, 0.112, 0.368, 0.302, 0.406, 0.321, -1.174, -0.140, -0.387, 0.214, 0.298, 0.342, 0.262, 0.296, 0.294, -1.204, 0.045, -0.494, 0.315, 0.382, 0.274, 0.258, 0.156, 0.105, -0.445, -0.135, -0.496, -0.204, 0.257, 0.447, 0.347, -0.063, 0.294, -1.465, 0.883, -0.575, 0.252, 0.415, 0.340, 0.423, -0.647, 0.571, -0.576, -0.212, -0.480, 0.398, 0.330, -0.202, 0.284, 0.183, 0.273, -0.936, -0.272, -0.496, 0.283, 0.234, 0.345, 0.313, 0.281, 0.245, -0.344, 0.131, -0.632, -0.044, 0.463, -0.522, 0.052, 0.426, 0.319

---

Entry 2:
Below is a molecular structure, C20H59O14SSr at a distorted geometry, with properties calculated with wB97M-V/def2-TZVPD.

As for the max |F|: 0.059 hartree/bohr. Its LUMO energy (spin up / spin down) is -0.15 / -3.27 eV. The value obtained for the electronic energy is -62029.25540 eV. The expectation value of S² is 0.7638. The value obtained for the molecular weight is 643.37 g/mol. As for the spin multiplicity: 2. Its gap between HOMO and LUMO (spin up / spin down) is 8.279 / 5.164 eV.

CARTESIAN COORDINATES (ANGSTROEM)
Sr1 0.796 1.760 1.274
S1 0.582 0.621 4.500
O1 1.084 -0.734 4.701
O2 -0.271 1.024 5.624
O3 1.703 1.518 4.312
O4 -0.162 0.719 3.222
C1 -0.411 -1.543 0.038
C2 -0.676 -0.630 -1.099
O5 -0.206 0.683 -0.824
H1 -0.582 -1.071 1.005
H2 0.579 -2.000 0.033
H3 -1.124 -2.365 -0.018
H4 -1.743 -0.645 -1.321
H5 -0.096 -1.057 -1.917
C3 2.908 4.724 -1.779
C4 3.360 3.432 -1.115
O6 2.177 2.723 -0.718
H6 2.500 5.405 -1.032
H7 2.113 4.514 -2.494
H8 3.643 5.315 -2.325
H9 3.936 3.623 -0.210
H10 4.018 2.848 -1.758
H11 1.912 2.389 -1.578
C5 1.697 0.435 -4.277
C6 1.281 1.719 -5.042
O7 1.728 2.928 -4.387
H12 2.787 0.455 -4.263
H13 1.354 -0.505 -4.708
H14 1.225 0.414 -3.295
H15 0.193 1.742 -5.107
H16 1.590 1.534 -6.071
H17 1.413 3.653 -4.932
C7 -3.479 -3.801 0.954
C8 -4.296 -4.659 1.916
O8 -5.365 -5.237 1.090
H18 -2.523 -3.467 1.357
H19 -3.965 -2.863 0.684
H20 -3.178 -4.330 0.050
H21 -4.745 -4.088 2.729
H22 -3.620 -5.391 2.358
H23 -5.826 -5.918 1.585
C9 3.825 -1.520 0.104
C10 3.455 -0.012 0.137
O9 2.683 0.046 1.347
H24 4.282 -1.867 1.031
H25 4.339 -1.794 -0.818
H26 2.915 -2.119 0.101
H27 2.895 0.297 -0.746
H28 4.280 0.667 0.353
H29 3.321 -0.183 2.026
C11 2.619 -4.211 -2.531
C12 1.132 -4.056 -3.082
O10 0.752 -5.451 -3.359
H30 2.888 -3.278 -2.036
H31 3.267 -4.178 -3.406
H32 2.799 -5.098 -1.924
H33 1.047 -3.271 -3.833
H34 0.381 -3.808 -2.332
H35 0.183 -5.494 -4.131
C13 0.302 -3.010 2.961
C14 1.455 -4.030 3.191
O11 2.420 -3.529 4.052
H36 0.624 -2.086 2.482
H37 -0.313 -2.765 3.827
H38 -0.442 -3.285 2.214
H39 2.078 -4.211 2.316
H40 1.067 -4.939 3.650
H41 3.028 -4.259 4.193
C15 -1.979 4.683 2.627
C16 -2.199 4.402 1.153
O12 -1.306 3.454 0.663
H42 -2.911 4.963 3.118
H43 -1.141 5.380 2.621
H44 -1.656 3.828 3.221
H45 -2.258 5.321 0.571
H46 -3.195 3.971 1.050
H47 -1.708 3.155 -0.156
C17 -3.050 -0.202 2.097
C18 -3.543 0.726 3.251
O13 -2.549 1.405 3.883
H48 -2.335 0.257 1.414
H49 -3.837 -0.751 1.581
H50 -2.607 -1.068 2.589
H51 -4.040 0.164 4.041
H52 -4.089 1.575 2.840
H53 -1.706 1.223 3.461
C19 -1.321 4.436 -2.493
C20 -1.549 2.980 -2.885
O14 -2.441 2.260 -2.049
H54 -0.723 5.000 -3.208
H55 -0.720 4.427 -1.583
H56 -2.244 5.002 -2.370
H57 -0.639 2.381 -2.855
H58 -2.044 2.949 -3.856
H59 -1.805 1.650 -1.668

For each atom in turn, the Mulliken charge in e is: 1.259, 1.409, -0.413, -0.464, -0.710, -0.472, 0.424, -0.756, 0.006, -0.598, -0.077, 0.122, 0.416, 0.029, -0.844, -0.456, 0.097, 0.293, 0.051, 0.367, 0.401, 0.325, -0.154, -0.471, -0.596, -0.436, 0.335, 0.370, -0.297, 0.296, 0.440, 0.275, -0.394, -0.333, -0.517, -0.159, 0.223, 0.436, 0.290, 0.291, 0.275, -1.110, 0.233, -0.268, 0.506, 0.367, 0.054, -0.088, 0.268, 0.133, -0.584, 0.046, -0.566, -0.124, 0.330, 0.341, 0.151, 0.146, 0.294, -0.273, -0.347, -0.481, -0.432, 0.423, 0.144, 0.228, 0.314, 0.282, -1.087, -0.245, -0.064, 0.320, 0.347, 0.138, 0.323, 0.327, 0.229, -0.480, -0.452, -0.507, -0.069, 0.446, 0.112, 0.288, 0.274, 0.161, -1.093, 0.374, -0.654, 0.367, 0.143, 0.310, -0.132, 0.430, -0.077

---

Entry 3:
Below is a molecular structure, C20H5B3BrCl72O6P at a distorted geometry, with properties calculated with wB97M-V/def2-TZVPD.

As for the max |F|: 0.025 hartree/bohr. Its LUMO energy is -0.16 eV. The value obtained for the electronic energy is -1016082.85445 eV. The value obtained for the molecular weight is 3037.18 g/mol. Its gap between HOMO and LUMO is 8.479 eV.

CARTESIAN COORDINATES (ANGSTROEM)
O1 -7.127 3.382 4.330
C1 -6.210 2.639 4.305
Br1 -6.086 1.327 2.845
C2 -5.095 2.598 5.301
B1 -3.816 3.326 4.718
O2 -2.772 3.703 5.535
B2 -2.120 4.815 5.028
O3 -1.704 4.728 3.701
B3 -2.804 4.479 2.908
P1 -3.034 5.387 1.172
O4 -4.136 6.523 1.623
O5 -4.096 4.339 0.452
O6 -3.778 3.603 3.363
H1 -4.796 1.560 5.475
H2 -5.448 3.059 6.221
H3 -2.034 5.830 5.634
H4 -3.736 7.394 1.520
H5 -3.813 3.422 0.562
C3 -0.423 0.896 5.837
Cl1 0.129 2.069 4.636
Cl2 0.649 -0.507 5.823
Cl3 -0.418 1.640 7.437
Cl4 -2.060 0.367 5.434
C4 -4.224 -2.980 4.167
Cl5 -2.471 -2.763 4.214
Cl6 -4.950 -1.474 3.591
Cl7 -4.630 -4.304 3.068
Cl8 -4.831 -3.331 5.790
C5 -3.835 -7.584 5.511
Cl9 -4.142 -8.024 3.828
Cl10 -2.840 -6.128 5.572
Cl11 -5.370 -7.275 6.328
Cl12 -2.992 -8.909 6.318
C6 -0.227 3.005 -1.867
Cl13 -0.236 4.502 -2.799
Cl14 -0.980 1.713 -2.802
Cl15 1.435 2.561 -1.472
Cl16 -1.149 3.249 -0.373
C7 5.561 2.147 -2.516
Cl17 7.291 2.003 -2.197
Cl18 5.242 3.646 -3.388
Cl19 5.024 0.775 -3.490
Cl20 4.676 2.160 -0.986
C8 -9.186 2.488 0.060
Cl21 -9.144 1.014 1.039
Cl22 -7.543 3.023 -0.298
Cl23 -10.039 2.157 -1.454
Cl24 -10.039 3.750 0.947
C9 5.761 3.438 -7.319
Cl25 7.131 2.714 -6.471
Cl26 5.783 5.192 -7.069
Cl27 5.876 3.076 -9.041
Cl28 4.254 2.785 -6.676
C10 2.226 -4.119 6.217
Cl29 2.797 -2.944 5.033
Cl30 3.274 -5.550 6.236
Cl31 2.230 -3.379 7.820
Cl32 0.585 -4.619 5.799
C11 5.987 -5.053 2.261
Cl33 7.748 -5.015 2.388
Cl34 5.415 -3.571 1.486
Cl35 5.491 -6.447 1.296
Cl36 5.283 -5.182 3.876
C12 9.294 -9.090 3.074
Cl37 7.816 -8.210 3.507
Cl38 10.380 -9.112 4.466
Cl39 8.920 -10.742 2.595
Cl40 10.077 -8.258 1.724
C13 -6.707 6.146 -3.123
Cl41 -8.417 5.885 -2.757
Cl42 -6.326 5.417 -4.690
Cl43 -6.380 7.883 -3.192
Cl44 -5.718 5.408 -1.869
C14 7.887 6.865 -11.016
Cl45 9.644 6.868 -10.829
Cl46 7.348 8.461 -11.547
Cl47 7.426 5.655 -12.220
Cl48 7.129 6.465 -9.471
C15 5.861 12.458 -11.304
Cl49 7.507 11.935 -10.932
Cl50 4.753 11.097 -11.105
Cl51 5.395 13.763 -10.209
Cl52 5.790 13.034 -12.972
C16 5.531 -11.821 5.650
Cl53 6.194 -10.446 4.763
Cl54 3.942 -12.241 5.002
Cl55 6.621 -13.204 5.477
Cl56 5.379 -11.405 7.360
C17 11.614 -13.815 1.949
Cl57 11.853 -15.391 1.190
Cl58 11.594 -12.560 0.706
Cl59 10.076 -13.808 2.821
Cl60 12.929 -13.499 3.083
C18 -14.309 3.515 1.842
Cl61 -13.842 5.119 1.261
Cl62 -15.752 2.975 0.977
Cl63 -12.986 2.387 1.558
Cl64 -14.656 3.598 3.572
C19 -1.689 -2.335 -4.021
Cl65 -0.754 -1.495 -2.783
Cl66 -0.608 -3.262 -5.064
Cl67 -2.853 -3.419 -3.257
Cl68 -2.556 -1.127 -4.984
C20 -4.632 1.407 -8.318
Cl69 -6.287 1.374 -7.705
Cl70 -4.605 0.817 -9.981
Cl71 -4.017 3.062 -8.267
Cl72 -3.612 0.370 -7.311

Atom charges from the Mulliken analysis, given in e for atoms 1 to 99: -0.501, 0.587, -0.262, -0.504, 0.335, -0.399, 0.647, -0.371, 0.441, -0.090, -0.438, -0.095, -0.139, 0.299, 0.366, -0.115, 0.331, 0.197, 0.156, -0.102, 0.013, -0.109, -0.018, 0.066, -0.033, 0.034, -0.068, -0.094, 0.272, -0.095, 0.031, -0.096, -0.108, 0.098, -0.121, -0.015, -0.019, -0.043, 0.311, -0.104, -0.048, -0.090, -0.081, 0.210, -0.091, 0.063, -0.112, -0.075, 0.312, -0.064, -0.105, -0.092, -0.051, 0.277, -0.079, -0.106, -0.088, 0.000, 0.237, -0.071, -0.103, -0.087, 0.041, 0.313, -0.014, -0.110, -0.046, -0.119, 0.221, -0.087, -0.089, -0.116, 0.014, 0.274, -0.108, -0.029, -0.108, -0.016, 0.362, -0.093, -0.092, -0.096, -0.094, 0.271, 0.025, -0.102, -0.096, -0.104, 0.327, -0.099, -0.088, -0.061, -0.094, 0.343, -0.104, -0.101, -0.041, -0.100, 0.330

---

Entry 4:
Below is a molecular structure, C20H60AlO32S3 at a distorted geometry, with properties calculated with wB97M-V/def2-TZVPD.

As for the max |F|: 0.073 hartree/bohr. Its LUMO energy is 2.05 eV. The value obtained for the electronic energy is -126327.26387 eV. The value obtained for the molecular weight is 935.85 g/mol. Its charge is -3. Its gap between HOMO and LUMO is 2.918 eV.

CARTESIAN COORDINATES (ANGSTROEM)
Al1 -0.164 0.254 -0.773
S1 0.221 3.662 1.761
O1 0.139 2.461 0.958
O2 0.521 4.834 0.992
O3 -1.076 4.127 2.176
O4 1.144 3.459 2.842
S2 -1.768 5.844 -1.666
O5 -2.979 6.286 -2.272
O6 -0.782 5.370 -2.602
O7 -1.141 6.896 -0.902
O8 -1.986 4.856 -0.631
S3 -1.464 -3.682 -0.893
O9 -0.920 -4.653 0.048
O10 -2.907 -3.560 -0.827
O11 -0.904 -2.346 -0.614
O12 -0.988 -4.168 -2.217
C1 -2.525 1.460 -3.838
C2 -3.093 0.095 -3.439
O13 -3.010 -0.109 -2.031
O14 -1.195 1.542 -3.462
H1 -3.142 2.248 -3.407
H2 -2.615 1.639 -4.909
H3 -2.658 -0.719 -4.018
H4 -4.168 0.075 -3.620
H5 -3.535 -0.878 -1.795
H6 -0.762 2.256 -3.937
C3 2.049 1.741 5.618
C4 3.073 1.561 4.515
O15 2.732 1.240 3.163
O16 1.339 2.970 5.523
H7 2.392 1.630 6.647
H8 1.375 0.897 5.471
H9 3.856 0.867 4.822
H10 3.638 2.487 4.413
H11 2.160 1.977 2.938
H12 1.264 3.254 4.610
C5 3.535 4.496 0.864
C6 3.954 4.894 2.288
O17 2.942 5.154 3.164
O18 2.892 5.541 0.220
H13 2.835 3.661 0.849
H14 4.453 4.209 0.351
H15 4.615 5.761 2.292
H16 4.549 4.071 2.683
H17 2.323 4.433 3.028
H18 1.952 5.451 0.390
C7 -5.078 -4.867 1.203
C8 -5.415 -3.330 1.027
O19 -4.313 -2.501 0.785
O20 -4.570 -5.395 0.020
H19 -5.979 -5.430 1.446
H20 -4.410 -4.922 2.062
H21 -5.966 -2.995 1.906
H22 -6.119 -3.292 0.196
H23 -3.722 -2.919 0.154
H24 -3.782 -4.894 -0.203
C9 -0.957 -1.635 4.025
C10 0.142 -1.275 3.045
O21 -0.148 -0.164 2.216
O22 -1.013 -0.752 5.122
H25 -0.884 -2.628 4.467
H26 -1.918 -1.625 3.510
H27 0.376 -2.096 2.367
H28 1.088 -1.088 3.554
H29 -0.559 0.464 2.815
H30 -0.997 0.136 4.757
C11 1.798 -5.856 -0.733
C12 2.532 -4.758 0.034
O23 1.552 -3.774 0.422
O24 1.439 -5.310 -1.998
H31 0.909 -6.124 -0.162
H32 2.484 -6.681 -0.927
H33 3.223 -4.181 -0.581
H34 3.125 -5.166 0.853
H35 0.683 -4.165 0.306
H36 0.514 -5.051 -2.003
C13 3.464 -1.493 -1.022
C14 3.514 -0.980 0.447
O25 2.654 0.136 0.560
O26 2.117 -1.783 -1.350
H37 4.202 -2.292 -1.095
H38 3.788 -0.670 -1.659
H39 4.547 -0.653 0.567
H40 3.210 -1.661 1.242
H41 2.704 0.430 1.472
H42 1.819 -2.523 -0.815
C15 0.003 -1.929 -4.510
C16 0.684 -3.336 -4.692
O27 -0.202 -4.346 -4.682
O28 -0.366 -1.721 -3.143
H43 -0.865 -1.946 -5.170
H44 0.628 -1.087 -4.809
H45 1.352 -3.438 -3.837
H46 1.344 -3.290 -5.558
H47 -0.441 -4.492 -3.764
H48 -0.522 -2.609 -2.813
C17 2.623 1.925 -2.363
C18 1.843 3.197 -2.521
O29 0.579 3.190 -1.922
O30 1.892 0.830 -2.912
H49 2.982 1.726 -1.353
H50 3.524 1.974 -2.973
H51 1.740 3.482 -3.568
H52 2.499 4.023 -2.246
H53 0.013 3.934 -2.142
H54 2.279 0.710 -3.782
C19 -3.824 0.717 0.880
C20 -3.277 2.179 0.547
O31 -2.437 2.337 -0.585
O32 -2.884 -0.416 0.955
H55 -4.517 0.393 0.103
H56 -4.426 0.794 1.786
H57 -2.698 2.471 1.423
H58 -4.106 2.884 0.485
H59 -2.229 3.274 -0.611
H60 -3.416 -1.215 0.973

Atom charges from the Mulliken analysis, given in e for atoms 1 to 99: 1.103, 1.260, -0.482, -0.975, -0.769, -1.075, 1.273, -0.670, -0.811, -0.545, -0.582, 1.471, -1.034, -1.105, -1.609, -1.344, -0.730, -0.435, -0.001, -0.083, 0.266, 0.499, 0.042, 0.493, 0.049, 0.124, -0.105, -0.730, -0.559, -0.630, 0.377, -0.048, 0.444, 0.264, 0.178, 0.591, 0.177, -0.839, -0.613, -0.659, -0.236, 0.449, 0.424, 0.213, 0.519, 0.726, -0.523, -0.641, -0.552, -0.637, 0.368, 0.210, 0.398, 0.288, 0.569, 0.568, -0.738, 0.389, 1.003, -0.618, 0.432, 0.229, -0.241, -0.116, -0.280, 0.308, -0.720, -0.184, -0.416, -0.536, 0.347, 0.423, 0.013, 0.343, 0.184, 0.558, -0.983, -0.407, 0.355, 0.582, 0.430, 0.273, 0.396, 0.289, 0.108, -0.210, -0.283, -0.841, -0.669, 0.998, 0.243, 0.182, 0.160, 0.449, 0.592, -0.247, -0.428, -0.747, 0.378